Record 1
Density functional theory data (ωB97M-V/def2-TZVPD) for C25H17F5N6OPdS2 as an isolated structure.

Positions of all 57 atoms, in Å:
Pd (0.254, 1.136, -0.050)
N (-3.720, 2.952, -0.394)
C (-2.601, 2.270, -0.083)
S (-1.103, 3.023, -0.543)
N (-2.806, 1.145, 0.575)
N (-1.688, 0.430, 0.766)
C (-1.684, -0.619, 1.502)
C (-2.854, -1.148, 2.250)
C (-2.708, -1.532, 3.582)
C (-3.776, -2.067, 4.286)
C (-5.004, -2.237, 3.662)
C (-5.161, -1.849, 2.338)
C (-4.098, -1.298, 1.638)
C (-0.401, -1.350, 1.499)
C (-0.324, -2.695, 1.854)
C (0.891, -3.354, 1.784)
C (2.015, -2.668, 1.352)
C (1.866, -1.340, 0.996)
N (0.701, -0.700, 1.071)
H (-3.658, 3.860, -0.818)
H (-4.600, 2.615, -0.047)
H (-1.752, -1.393, 4.075)
H (-3.649, -2.348, 5.324)
H (-5.835, -2.669, 4.206)
H (-6.117, -1.973, 1.846)
H (-4.225, -0.985, 0.611)
H (-1.218, -3.215, 2.167)
H (0.955, -4.398, 2.066)
H (2.988, -3.137, 1.311)
H (2.707, -0.745, 0.655)
N (2.800, -3.813, -2.033)
C (2.713, -2.722, -2.844)
O (3.459, -2.532, -3.780)
C (1.609, -1.759, -2.501)
C (0.360, -2.185, -2.058)
C (-0.614, -1.238, -1.827)
N (-0.423, 0.077, -1.999)
C (0.781, 0.481, -2.446)
C (1.814, -0.412, -2.716)
H (3.534, -4.477, -2.209)
H (2.250, -3.896, -1.197)
H (0.136, -3.236, -1.918)
H (-1.605, -1.528, -1.494)
H (0.863, 1.528, -2.707)
H (2.761, -0.068, -3.108)
F (3.850, 6.316, -2.942)
C (3.437, 5.356, -2.114)
C (2.537, 5.648, -1.108)
F (2.076, 6.895, -0.980)
C (2.133, 4.654, -0.237)
F (1.280, 4.983, 0.731)
C (2.593, 3.344, -0.347)
S (2.172, 2.107, 0.831)
C (3.481, 3.082, -1.388)
F (3.946, 1.842, -1.580)
C (3.905, 4.065, -2.262)
F (4.758, 3.779, -3.250)

## Properties
frontier orbital gap (spin up / spin down)	6.91 / 6.91	eV
energy relative to the best compared isomer or geometry (same formula, charge and spin)	19.1	kcal/mol
E	-75926.7206	eV
HOMO (spin up / spin down)	-7.883 / -7.882	eV

The computed natural (NBO) charges, all in e, follow: 0.684, -0.775, 0.307, -0.140, -0.449, -0.231, 0.141, -0.114, -0.190, -0.216, -0.200, -0.232, -0.111, 0.201, -0.242, -0.170, -0.226, 0.051, -0.458, 0.407, 0.407, 0.217, 0.217, 0.217, 0.216, 0.221, 0.243, 0.225, 0.223, 0.239, -0.822, 0.651, -0.585, -0.101, -0.254, 0.028, -0.462, 0.014, -0.208, 0.409, 0.397, 0.223, 0.203, 0.222, 0.252, -0.285, 0.269, 0.299, -0.296, 0.326, -0.288, -0.301, -0.148, 0.330, -0.302, 0.257, -0.289

---

Record 2
Density functional theory data (ωB97M-V/def2-TZVPD) for C25H17FIN5O2V as an isolated structure.

Positions of all 52 atoms, in Å:
V (0.123, -0.054, 0.010)
O (2.867, 2.699, 5.529)
C (2.820, 3.306, 4.449)
O (3.352, 4.332, 4.001)
C (2.142, 2.464, 3.334)
C (2.094, 2.953, 2.026)
C (1.485, 2.201, 1.065)
N (0.958, 0.992, 1.382)
C (1.004, 0.494, 2.644)
C (1.590, 1.219, 3.641)
C (0.401, -0.869, 2.748)
C (0.361, -1.596, 3.919)
C (-0.149, -2.884, 3.890)
C (-0.591, -3.416, 2.689)
C (-0.538, -2.626, 1.561)
N (-0.084, -1.364, 1.583)
C (1.364, 2.516, -0.390)
C (1.898, 3.650, -0.968)
C (1.813, 3.809, -2.341)
C (1.206, 2.824, -3.105)
C (0.682, 1.724, -2.459)
N (0.727, 1.573, -1.126)
H (2.550, 3.921, 1.848)
H (1.665, 0.889, 4.672)
H (0.738, -1.164, 4.837)
H (-0.186, -3.474, 4.798)
H (-0.964, -4.428, 2.620)
H (-0.855, -3.005, 0.598)
H (2.389, 4.389, -0.349)
H (2.232, 4.690, -2.813)
H (1.147, 2.895, -4.182)
H (0.219, 0.920, -3.018)
F (3.962, -3.839, -2.870)
C (3.114, -3.020, -2.234)
C (3.458, -2.549, -0.982)
C (2.570, -1.708, -0.324)
C (1.359, -1.316, -0.915)
C (1.063, -1.821, -2.189)
C (1.929, -2.683, -2.853)
H (4.399, -2.847, -0.539)
H (2.845, -1.355, 0.664)
H (0.132, -1.561, -2.686)
H (1.704, -3.086, -3.832)
I (-5.993, -0.806, -0.224)
C (-4.099, -0.116, -0.584)
C (-3.723, 0.943, -1.387)
N (-2.394, 1.039, -1.329)
N (-1.853, 0.093, -0.522)
C (-2.909, -0.608, -0.065)
H (-4.314, 1.623, -1.981)
H (-1.800, 1.716, -1.781)
H (-2.774, -1.426, 0.623)

## Properties
frontier orbital gap (spin up / spin down)	5.81 / 6.00	eV
energy relative to the best compared isomer or geometry (same formula, charge and spin)	4.3	kcal/mol
multiplicity	3
total charge	+1
E	-74246.5433	eV
HOMO (spin up / spin down)	-10.530 / -10.531	eV

The computed natural (NBO) charges, all in e, follow: 1.444, -0.695, 0.719, -0.696, 0.063, -0.220, 0.259, -0.580, 0.187, -0.203, 0.177, -0.197, -0.106, -0.231, 0.075, -0.514, 0.164, -0.196, -0.107, -0.232, 0.054, -0.520, 0.278, 0.279, 0.254, 0.247, 0.249, 0.217, 0.256, 0.248, 0.250, 0.215, -0.308, 0.406, -0.252, -0.210, -0.434, -0.216, -0.269, 0.243, 0.213, 0.200, 0.241, 0.279, -0.292, 0.012, -0.297, -0.394, 0.004, 0.258, 0.434, 0.240

---

Record 3
Density functional theory data (ωB97M-V/def2-TZVPD) for C25H17N4O2Tl as an isolated structure.

Positions of all 49 atoms, in Å:
Tl (-0.258, 0.196, -0.258)
C (-3.061, 0.346, 3.335)
C (-3.213, 1.708, 3.525)
C (-2.402, 2.589, 2.822)
C (-1.461, 2.080, 1.947)
N (-1.330, 0.762, 1.760)
C (-2.108, -0.089, 2.433)
C (-0.569, 2.958, 1.141)
C (-0.388, 4.309, 1.391)
C (0.433, 5.034, 0.544)
C (1.062, 4.412, -0.524)
C (0.869, 3.054, -0.703)
N (0.069, 2.382, 0.124)
C (1.494, 2.264, -1.804)
C (2.428, 2.802, -2.668)
C (2.948, 2.009, -3.682)
C (2.520, 0.700, -3.813)
C (1.591, 0.221, -2.909)
N (1.096, 0.990, -1.933)
H (-3.672, -0.371, 3.864)
H (-3.962, 2.087, 4.208)
H (-2.525, 3.655, 2.942)
H (-1.958, -1.144, 2.240)
H (-0.869, 4.787, 2.231)
H (0.582, 6.092, 0.714)
H (1.682, 4.983, -1.198)
H (2.757, 3.824, -2.557)
H (3.682, 2.416, -4.365)
H (2.894, 0.056, -4.598)
H (1.215, -0.793, -2.970)
O (-3.802, -1.486, -1.111)
C (-2.642, -1.180, -1.011)
O (-2.148, 0.019, -1.182)
C (-1.629, -2.298, -0.681)
C (-2.005, -3.639, -0.789)
C (-1.096, -4.612, -0.468)
C (0.195, -4.267, -0.011)
C (1.170, -5.228, 0.348)
C (2.397, -4.832, 0.793)
C (2.708, -3.459, 0.902)
C (1.790, -2.505, 0.561)
C (0.521, -2.897, 0.096)
N (-0.417, -1.962, -0.259)
H (-3.010, -3.856, -1.123)
H (-1.356, -5.660, -0.554)
H (0.924, -6.280, 0.267)
H (3.139, -5.569, 1.069)
H (3.684, -3.160, 1.262)
H (2.035, -1.450, 0.654)

## Properties
frontier orbital gap	7.91	eV
total charge	+2
E	-40936.4998	eV
HOMO	-14.885	eV

The computed Mulliken charges, all in e, follow: 2.180, -0.929, -0.452, -0.674, 0.387, -0.275, 0.090, 0.997, -0.807, -0.813, -0.786, 0.815, -0.328, 0.695, -0.698, -0.481, -0.883, -0.078, -0.274, 0.422, 0.466, 0.305, 0.496, 0.408, 0.469, 0.395, 0.378, 0.471, 0.426, 0.548, -0.574, 0.346, -0.653, 0.354, -0.817, -0.570, 1.109, -0.882, -0.699, -0.752, -0.811, 0.623, 0.078, 0.577, 0.489, 0.448, 0.421, 0.439, 0.408